Entry from OMol25: ClN2O10Rb2 as an isolated structure (ωB97M-V with the def2-TZVPD basis set).

Last column: Mulliken charge in e.
Positions of all 15 atoms, in Å:
1 O 0.85819 1.38472 -0.05844  -0.701
2 O -0.11641 0.48625 1.03206  -0.766
3 O 2.47660 2.19740 -1.51617  -0.637
4 O -0.41077 -2.08049 -2.20303  -0.662
5 O -0.43002 -1.44913 0.25514  -0.439
6 O 1.32623 3.60246 0.20854  -0.663
7 Cl 1.29904 2.57374 -0.71588  1.659
8 O -1.94620 -3.49032 -2.42189  -0.706
9 Rb 1.77666 1.01735 1.94870  0.885
10 O -1.51303 -2.89007 -0.43719  -0.609
11 O -0.49988 -1.14055 2.34566  -1.050
12 N -1.28558 -2.83889 -1.69526  1.071
13 O 0.27989 3.06137 -1.62530  -0.708
14 Rb -1.47643 0.23528 3.65732  0.896
15 N -0.33834 -0.66907 1.22574  1.432

The spin multiplicity is 1. As for the total charge: -1. Its total energy is -37267.8785 eV. The orbital gap comes out at 0.1251 Eh. Its HOMO energy is -2.89 eV. As for the LUMO energy: 0.52 eV.



Entry from OMol25: C3H6O5S2 as an isolated structure (ωB97M-V with the def2-TZVPD basis set).

Last column: natural (NBO) charge in e.
Positions of all 16 atoms, in Å:
1 O -3.67223 -0.09511 -0.47006  -0.873
2 H 2.79344 0.70448 -1.61308  0.243
3 C 1.36846 -0.35291 -0.47454  -0.197
4 O -1.25033 -1.44736 -0.59467  -0.954
5 O -2.49435 2.14824 -0.14133  -0.893
6 C 2.69338 0.31503 -0.66135  -0.680
7 H 3.58355 -0.35856 -0.89063  0.241
8 S -2.35799 0.51995 -0.48102  1.756
9 O -1.63582 0.11240 1.09206  -0.885
10 H 0.68355 -0.66191 -1.17591  0.207
11 C 0.77832 -0.52654 0.69066  -0.353
12 O -0.93475 -2.18125 1.80272  -0.863
13 H -3.17970 2.43499 0.38276  0.491
14 H 1.33509 -0.29994 1.65356  0.216
15 H 3.10609 0.89721 0.09191  0.224
16 S -0.81673 -1.20871 0.78894  2.319

The spin multiplicity is 3. Its total energy is -35108.5940 eV. The orbital gap (spin up / spin down) comes out at 0.2550 / 0.2748 Eh. Its HOMO energy (spin up / spin down) is -6.37 / -10.97 eV. The expectation value of S² is 2.01. As for the LUMO energy (spin up / spin down): 0.57 / -3.49 eV.



Entry from OMol25: one molecule with the formula C3H2ClNO2S (ωB97M-V with the def2-TZVPD basis set).

Last column: natural (NBO) charge in e.
Positions of all 10 atoms, in Å:
1 H -1.67123 -1.26278 -0.13710  0.272
2 O 0.22595 1.03529 -0.82567  -0.479
3 N 1.67243 -1.88533 -1.04964  -0.666
4 Cl -0.62394 -0.01183 1.72338  -0.054
5 S 2.15622 -1.00375 0.00692  0.828
6 C -0.90217 0.56648 -1.00365  0.355
7 O 2.00862 1.67196 0.50715  -0.535
8 H -2.54909 0.15586 0.55147  0.267
9 C 1.23009 0.89244 0.02452  0.583
10 C -1.54688 -0.15832 0.20261  -0.571

The spin multiplicity is 1. Its total energy is -32079.6510 eV. The orbital gap comes out at 0.2716 Eh. Its HOMO energy is -8.72 eV. As for the LUMO energy: -1.33 eV.



Entry from OMol25: C4H6OS as an isolated structure (ωB97M-V with the def2-TZVPD basis set).

Last column: natural (NBO) charge in e.
Positions of all 12 atoms, in Å:
1 H -0.14514 1.46291 0.42673  0.222
2 C -1.00848 0.91207 -0.00276  -0.449
3 S 1.82938 0.28320 1.14892  1.068
4 H 0.40112 0.55437 -1.80934  0.229
5 H -1.36200 0.16726 -2.23939  0.239
6 H 1.13988 -1.95117 1.04595  0.202
7 H -1.87160 1.38350 0.21669  0.225
8 C -0.80826 -0.49888 -0.17001  -0.135
9 O 2.98663 -0.20296 2.02059  -0.908
10 H -1.42701 -1.44310 0.00846  0.250
11 C 0.96379 -1.01490 0.70457  -0.484
12 C -0.69830 0.34770 -1.35042  -0.460

The spin multiplicity is 1. Its total energy is -17122.7846 eV. The orbital gap (spin up / spin down) comes out at 0.3371 / 0.3371 Eh. Its HOMO energy (spin up / spin down) is -9.29 / -9.29 eV. As for the LUMO energy (spin up / spin down): -0.12 / -0.12 eV.



Entry from OMol25: C20H17F6N2O3Pd as an isolated structure (ωB97M-V with the def2-TZVPD basis set).

Last column: natural (NBO) charge in e.
Positions of all 49 atoms, in Å:
1 Pd -0.17703 -0.51058 -0.02754  1.316
2 H 2.58097 0.64868 -0.48995  0.251
3 C 0.22570 -3.70350 -0.19767  0.422
4 H 0.65820 2.36795 2.71591  0.151
5 H -5.11523 2.73790 2.67644  0.196
6 C 2.68740 -0.05120 0.34184  -0.250
7 N 0.67476 0.71635 1.52223  -0.489
8 O 0.51045 0.79325 -1.59076  -0.867
9 C -1.77849 2.89659 3.06060  -0.132
10 F 0.49642 0.74189 -4.27035  -0.325
11 N 1.88522 -1.21590 0.03453  -0.487
12 H 3.74570 -0.30840 0.48680  0.170
13 C 1.87906 -6.02801 -0.51170  -0.326
14 H 2.59452 1.55295 1.81869  0.188
15 O -0.57477 -2.72105 -0.06077  -0.778
16 H -2.04677 2.56920 -2.86110  0.210
17 H -1.77625 0.82485 -3.06570  0.223
18 C -4.06453 2.50172 2.54476  -0.192
19 C 2.39011 -2.38049 -0.06768  0.168
20 F -0.00907 4.26757 -2.19300  -0.344
21 C -3.70923 1.50538 1.67757  -0.261
22 C 2.43420 -4.77807 -0.39007  -0.139
23 C -1.59561 1.68088 -2.41743  -0.657
24 C -3.09666 3.22475 3.25733  -0.324
25 H -2.05227 1.47704 -1.45167  0.252
26 C -1.36673 1.87176 2.19085  -0.264
27 O -2.11590 0.21928 0.58069  -0.760
28 C -0.31100 -5.02533 -0.31328  -0.261
29 F -0.58945 3.24673 -0.37065  -0.331
30 C 0.47965 -6.13087 -0.46852  -0.197
31 C 1.66016 -3.61530 -0.23954  -0.266
32 H 0.01322 -7.10603 -0.55667  0.195
33 F 1.47270 3.21366 -1.00946  -0.331
34 H -1.00714 3.44140 3.59509  0.191
35 C -2.34780 1.13858 1.43990  0.420
36 H -1.38980 -5.10765 -0.27707  0.204
37 H 2.49922 -6.90567 -0.63228  0.198
38 C 0.06183 1.65271 2.13281  0.185
39 H -4.45475 0.95320 1.12114  0.205
40 H 3.51414 -4.66597 -0.40939  0.190
41 C 2.12217 0.58305 1.62114  -0.231
42 H 3.48460 -2.48448 0.00184  0.144
43 C 0.57162 1.92216 -3.63383  0.956
44 C -0.08342 1.82527 -2.22852  0.119
45 F 1.87823 2.25689 -3.57357  -0.333
46 C 0.20337 3.14455 -1.45750  0.949
47 F -0.02050 2.83158 -4.45481  -0.345
48 H 2.33802 -0.08534 2.46359  0.189
49 H -3.37925 4.01608 3.93673  0.199

The spin multiplicity is 3. As for the total charge: -1. Its total energy is -49925.5052 eV. The orbital gap (spin up / spin down) comes out at 0.2834 / 0.2691 Eh. Its HOMO energy (spin up / spin down) is -4.71 / -4.64 eV. The expectation value of S² is 2.01. As for the LUMO energy (spin up / spin down): 3.00 / 2.69 eV.



Entry from OMol25: a 3-piece molecular cluster, C2H4N2O3S overall (ωB97M-V with the def2-TZVPD basis set).

Last column: natural (NBO) charge in e.
Positions of all 12 atoms, in Å:
1 O -2.87788 1.20677 -0.19814  -1.009
2 H 3.05789 0.81809 0.13276  0.459
3 H -2.24518 -2.28671 0.14908  0.198
4 H 4.16021 2.14487 0.54547  0.411
5 N 2.12844 0.11870 0.45788  -0.825
6 C -2.81341 -1.49619 -0.28315  -1.097
7 H -2.98868 -1.49525 -1.41744  0.184
8 S -2.21307 -0.03241 0.33894  1.807
9 O 3.95967 1.67919 -0.27046  -1.165
10 N -1.64854 -0.06648 1.68387  -1.088
11 C 1.15963 -0.10110 -0.20317  0.780
12 O 0.32091 -0.48947 -0.93563  -0.656

The spin multiplicity is 1. As for the total charge: -2. Its total energy is -22092.9697 eV. The orbital gap comes out at 0.2550 Eh. Its HOMO energy is -0.52 eV. As for the LUMO energy: 6.42 eV.



Energy above the lowest of the compared OMol25 structures with the same formula, charge and spin for every record listed, in sequence, given in kcal/mol: 143.7; 0.0; 104.6; 123.3; 0.0; 12.3.